# 1
DFT (ωB97M-V/def2-TZVPD) results for 2 unconnected molecules or ions with the total composition CH4N2O.

Results
- orbital gap (spin up / spin down) (eV) = 7.37 / 9.99
- multiplicity = 1
- F_max (eV Å⁻¹) = 3.8
- HOMO energy (spin up / spin down) (eV) = -8.5 / -9.7
- LUMO energy (spin up / spin down) (Ha) = -0.041 / 0.012

Positions of all 8 atoms, in Å:
O (3.175, -0.003, -0.242)
N (1.969, -0.026, -0.323)
N (0.994, 0.483, 0.191)
C (-1.548, -0.308, -0.122)
H (0.799, 0.943, 1.035)
H (-1.702, -1.205, -0.890)
H (-1.873, -0.541, 0.912)
H (-1.814, 0.657, -0.561)

Cartesian forces (eV/Å) of the 3 atoms listed first:
O -0.1 -0.2 0.1
N -0.9 1.5 1.3
N 0.3 -2.1 -3.1

Which charges does Löwdin predict for the atoms? In e, they are: O 0.023; N -0.180; N 0.105; C -0.005; H 0.075; H 0.031; H -0.019; H -0.029

***

# 2
DFT (ωB97M-V/def2-TZVPD) results for CH4N2O in the gas phase.

Results
- orbital gap (eV) = 9.86
- SMILES string = [H]/N=C/NO
- multiplicity = 1
- F_max (eV Å⁻¹) = 8.5
- HOMO energy (eV) = -8.9
- LUMO energy (Ha) = 0.036

Positions of all 8 atoms, in Å:
O (-0.712, 1.510, -0.244)
N (1.125, -1.021, 0.310)
N (-0.491, 0.305, 0.344)
C (0.208, -0.593, -0.347)
H (-1.583, 1.852, -0.061)
H (-0.231, -0.473, -1.271)
H (1.789, -1.826, -0.006)
H (-0.104, 0.245, 1.276)

Cartesian forces (eV/Å) of the 3 atoms listed first:
O 1.1 1.4 -0.9
N 6.4 -5.4 1.6
N -3.0 0.1 3.0

Which charges does Löwdin predict for the atoms? In e, they are: O -0.019; N 0.094; N -0.128; C -0.378; H 0.095; H 0.110; H 0.101; H 0.124

***

# 3
DFT (ωB97M-V/def2-TZVPD) results for CH4N2O2 in the gas phase.

Results
- orbital gap (eV) = 10.85
- SMILES string = C1NNOO1
- multiplicity = 1
- F_max (eV Å⁻¹) = 4.3
- HOMO energy (eV) = -9.8
- LUMO energy (Ha) = 0.038

Positions of all 9 atoms, in Å:
O (1.176, -1.204, 1.310)
O (0.880, -1.608, -0.082)
N (0.810, 0.107, 1.399)
N (-0.378, 0.155, 0.801)
C (-0.068, -0.672, -0.438)
H (-1.171, -0.144, 1.445)
H (-0.898, -0.943, -1.099)
H (0.544, 0.143, -0.986)
H (1.438, 0.711, 0.776)

Cartesian forces (eV/Å) of the 3 atoms listed first:
O 1.4 -0.6 0.7
O -0.4 -1.2 0.4
N 2.0 1.1 0.2

These are the Löwdin partial charges, in e, on atoms 1 to 8: O -0.073; O -0.074; N -0.115; N -0.073; C -0.224; H 0.152; H 0.127; H 0.125

***

# 4
DFT (ωB97M-V/def2-TZVPD) results for a molecular structure, CH4N2O2.

Results
- orbital gap (eV) = 9.38
- multiplicity = 1
- F_max (eV Å⁻¹) = 6.0
- HOMO energy (eV) = -9.0
- LUMO energy (Ha) = 0.013

Positions of all 9 atoms, in Å:
O (0.495, -0.460, -1.895)
O (0.258, 1.896, 1.553)
N (-0.258, -0.894, -0.725)
N (0.160, 1.172, 0.360)
C (-0.075, -0.095, 0.433)
H (-0.363, -0.550, -2.821)
H (0.071, -1.781, -0.511)
H (0.014, 1.342, 2.263)
H (-0.302, -0.630, 1.343)

Cartesian forces (eV/Å) of the 3 atoms listed first:
O -4.7 -0.7 -3.0
O 0.3 0.6 -1.8
N 0.1 2.3 -0.7

These are the Löwdin partial charges, in e, on atoms 1 to 8: O -0.163; O -0.051; N -0.090; N -0.003; C -0.199; H 0.266; H 0.075; H 0.043

***

# 5
DFT (ωB97M-V/def2-TZVPD) results for 2 unconnected molecules or ions with the total composition CH4N2O2.

Results
- orbital gap (eV) = 8.08
- SMILES string = N=C=O.NO
- multiplicity = 1
- F_max (eV Å⁻¹) = 5.1
- HOMO energy (eV) = -7.7
- LUMO energy (Ha) = 0.015

Positions of all 9 atoms, in Å:
O (-0.034, -0.930, 0.120)
O (1.229, 2.104, -0.291)
N (-0.072, -1.449, 1.383)
N (-0.426, 0.747, -1.466)
C (0.390, 1.452, -0.724)
H (-0.551, -0.839, 2.073)
H (-0.728, 1.207, -2.311)
H (0.829, -1.901, 1.730)
H (-0.636, -0.391, -0.514)

Cartesian forces (eV/Å) of the 3 atoms listed first:
O 2.8 0.4 -1.4
O -0.3 -0.2 0.9
N -1.5 -1.3 2.6

These are the Löwdin partial charges, in e, on atoms 1 to 8: O -0.250; O 0.227; N -0.103; N 0.090; C -0.262; H 0.074; H 0.093; H 0.103

***

# 6
DFT (ωB97M-V/def2-TZVPD) results for CH4N2O2 in the gas phase.

Results
- orbital gap (eV) = 10.66
- SMILES string = NC[N+](=O)[O-]
- multiplicity = 1
- F_max (eV Å⁻¹) = 5.3
- HOMO energy (eV) = -10.4
- LUMO energy (Ha) = 0.009

Positions of all 9 atoms, in Å:
O (1.509, 0.156, -1.196)
O (1.657, 0.715, 0.860)
N (-1.232, 0.250, -0.156)
N (1.174, 0.072, -0.027)
C (-0.111, -0.670, 0.256)
H (-0.149, -0.724, 1.363)
H (-1.371, 1.050, 0.428)
H (-1.106, 0.569, -1.144)
H (-0.371, -1.420, -0.383)

Cartesian forces (eV/Å) of the 3 atoms listed first:
O 0.1 -0.5 0.0
O 0.4 0.1 1.1
N 0.8 -0.5 -0.9

These are the Löwdin partial charges, in e, on atoms 1 to 8: O 0.053; O 0.077; N 0.018; N -0.420; C -0.108; H 0.139; H 0.058; H 0.096